Model one:
Density functional theory data (ωB97M-V/def2-TZVPD) for an isolated ion of composition C17H24FN2O and charge +1.

Results
HOMO: -12.009 eV
SMILES string: O=C(c1cccc(F)c1)N1CC[NH+](C2CCCCC2)CC1
Molecular weight: 291.4 g mol⁻¹
Kohn-Sham gap: 9.3 eV
Total charge: +1

CARTESIAN COORDINATES (ANGSTROEM)
O  1.128  3.196  2.398
C  0.635  2.881  1.342
C  0.864  3.636  0.079
C  0.568  4.994  0.043
C  0.834  5.735  -1.097
C  1.408  5.139  -2.206
C  1.718  3.792  -2.145
F  2.279  3.187  -3.207
C  1.457  3.027  -1.023
N  -0.175  1.768  1.260
C  -0.930  1.314  0.125
C  -0.560  -0.140  -0.187
N  -0.823  -0.982  1.007
C  -0.697  -2.473  0.796
C  -1.762  -2.982  -0.192
C  -1.168  -3.361  -1.547
C  -0.152  -4.496  -1.385
C  0.645  -4.360  -0.081
C  0.708  -2.900  0.372
C  -0.012  -0.483  2.148
C  -0.390  0.967  2.441
H  0.136  5.462  0.913
H  0.599  6.788  -1.118
H  1.629  5.699  -3.100
H  1.755  1.990  -1.010
H  -0.722  1.942  -0.742
H  -2.006  1.381  0.343
H  -1.147  -0.506  -1.029
H  0.502  -0.205  -0.428
H  -1.807  -0.821  1.257
H  -0.900  -2.908  1.781
H  -2.558  -2.243  -0.318
H  -2.228  -3.874  0.229
H  -0.690  -2.497  -2.011
H  -1.970  -3.679  -2.213
H  -0.667  -5.456  -1.390
H  0.523  -4.487  -2.240
H  1.656  -4.739  -0.222
H  0.185  -4.954  0.710
H  1.079  -2.300  -0.458
H  1.403  -2.806  1.206
H  -0.195  -1.107  3.024
H  1.043  -0.546  1.878
H  0.242  1.376  3.234
H  -1.438  1.031  2.763


Model two:
Density functional theory data (ωB97M-V/def2-TZVPD) for C17H24FN2O as an isolated structure.

Results
HOMO: -11.780 eV
Molecular weight: 291.4 g mol⁻¹
Kohn-Sham gap: 8.3 eV
Total charge: +1

CARTESIAN COORDINATES (ANGSTROEM)
O  2.607  -2.569  -1.370
C  1.441  -2.417  -0.935
N  0.673  -1.221  -0.845
C  -0.578  -1.084  -0.473
H  -1.004  -2.036  -0.241
C  -0.455  -0.082  0.603
N  0.241  1.145  0.088
H  -0.622  1.444  -0.821
C  1.326  0.853  -0.414
H  1.883  1.842  -0.853
C  1.279  -0.250  -1.259
H  2.276  -0.575  -1.703
H  0.875  0.160  -2.536
H  1.963  0.626  0.583
C  -0.186  2.354  0.940
C  0.864  3.521  0.662
H  1.949  3.403  0.551
H  0.659  4.321  1.364
C  0.223  4.216  -0.744
C  -1.099  3.989  -0.908
C  -1.967  3.991  0.250
H  -2.912  3.978  0.319
H  -1.662  4.958  0.961
C  -1.465  2.769  1.311
H  -2.534  1.974  0.845
H  -1.815  3.117  2.211
H  -1.379  4.840  -1.798
H  -1.545  3.116  -1.455
H  1.009  3.544  -1.530
H  0.722  5.209  -0.810
H  0.160  2.012  2.047
H  -1.644  0.103  0.900
H  0.056  -0.306  1.520
H  -1.141  -0.848  -1.382
C  0.824  -3.775  -0.342
C  0.491  -4.851  -0.879
C  -0.110  -6.014  -0.596
C  -0.161  -6.000  1.026
C  -0.157  -4.899  1.636
C  0.416  -3.845  1.214
H  0.759  -2.789  1.723
F  -0.351  -4.973  3.102
H  -0.730  -6.990  1.296
H  0.003  -6.954  -1.176
H  0.821  -5.008  -2.082


Unit: hartree. Relative energies: model one 0.0000; model two 0.6988.


Model one:
Density functional theory data (ωB97M-V/def2-TZVPD) for an isolated molecule of C8H11N.

Results
HOMO: -8.357 eV
SMILES string: C=C1CC=C[C@@H]2N[C@@]12C
Molecular weight: 121.2 g mol⁻¹
Kohn-Sham gap: 9.4 eV
Total charge: 0

CARTESIAN COORDINATES (ANGSTROEM)
C  2.578  -0.369  -0.326
C  1.270  -0.033  -0.122
C  0.605  1.491  -0.088
C  -0.921  1.479  -0.155
C  -1.786  0.527  -0.361
C  -0.911  -0.518  -1.167
N  -0.742  -1.771  -0.683
C  0.033  -0.738  0.092
C  -0.427  -0.653  1.592
H  2.382  -1.502  -0.768
H  3.455  0.224  -0.690
H  0.917  1.689  -1.219
H  0.993  2.357  0.747
H  -1.329  2.520  0.171
H  -2.933  0.626  -0.443
H  -0.436  -0.314  -2.061
H  -1.427  -2.569  -0.185
H  0.196  0.132  2.252
H  -1.487  -0.807  1.405
H  -0.030  -1.769  2.006


Model two:
Density functional theory data (ωB97M-V/def2-TZVPD) for an isolated molecule of C8H11N.

Results
HOMO: -8.438 eV
SMILES string: C1=C[C@]23C[C@H]2NC[C@@H]3C1
Molecular weight: 121.2 g mol⁻¹
Kohn-Sham gap: 9.6 eV
Total charge: 0

CARTESIAN COORDINATES (ANGSTROEM)
C  -2.247  0.335  -0.274
C  -1.351  1.291  -0.153
C  -0.024  0.672  0.136
C  1.139  1.545  0.633
C  1.368  0.725  -0.614
N  1.939  -0.640  -0.376
C  0.865  -1.603  -0.101
C  -0.250  -0.839  0.595
C  -1.740  -1.075  0.091
H  -3.317  0.375  -0.518
H  -1.524  2.322  -0.417
H  1.170  2.591  0.271
H  1.842  1.309  1.497
H  1.415  1.031  -1.644
H  2.661  -0.641  0.379
H  1.389  -2.407  0.444
H  0.507  -2.016  -1.061
H  -0.175  -1.004  1.681
H  -1.795  -1.798  -0.748
H  -2.300  -1.589  0.861


Model three:
Density functional theory data (ωB97M-V/def2-TZVPD) for a 2-piece molecular cluster, C8H11N overall.

Results
HOMO: -9.708 eV
Molecular weight: 121.2 g mol⁻¹
Kohn-Sham gap: 10.2 eV
Total charge: 0

CARTESIAN COORDINATES (ANGSTROEM)
C  -1.301  -3.555  3.051
C  -1.058  -1.604  1.640
C  -0.857  0.195  0.597
C  -0.677  -2.939  1.907
C  -0.329  1.158  -1.693
C  1.372  -0.344  -0.655
C  0.096  1.189  1.014
C  0.202  0.475  -0.382
N  -1.651  -4.018  4.033
H  -1.791  -1.209  2.399
H  -0.281  -3.702  1.249
H  -1.377  1.467  -1.724
H  0.302  2.028  -1.879
H  -0.049  0.441  -2.573
H  2.159  0.414  -0.869
H  1.256  -0.793  -1.541
H  1.656  -1.027  0.115
H  -0.254  2.225  0.959
H  0.942  1.078  1.678
H  -1.870  0.446  0.411


Model four:
Density functional theory data (ωB97M-V/def2-TZVPD) for an isolated molecule of C8H11N.

Results
HOMO: -9.252 eV
SMILES string: C/C=C\C=C/[C@H](C)C#N
Molecular weight: 121.2 g mol⁻¹
Kohn-Sham gap: 10.0 eV
Total charge: 0

CARTESIAN COORDINATES (ANGSTROEM)
C  -1.380  1.766  -0.199
C  -1.872  0.540  0.513
C  -1.614  -0.623  -0.064
C  -0.788  -0.907  -1.193
C  0.580  -0.900  -1.148
C  1.547  -0.650  0.008
C  1.224  -0.689  1.422
C  2.083  0.645  -0.324
N  2.592  1.653  -0.588
H  -1.134  1.562  -1.343
H  -2.107  2.613  -0.251
H  -0.317  2.166  0.325
H  -2.429  0.663  1.510
H  -2.126  -1.499  0.360
H  -1.245  -1.357  -2.175
H  1.133  -1.343  -2.099
H  2.387  -1.440  -0.153
H  1.300  -1.883  1.678
H  2.013  -0.025  2.133
H  0.153  -0.291  1.587


Unit: hartree. Relative energies: model one 0.2369; model two 0.0000; model three 0.1130; model four 0.0532.


Model one:
Density functional theory data (ωB97M-V/def2-TZVPD) for a 2-piece molecular cluster, C2H5NO2S2 overall.

Results
HOMO (spin up / spin down): -8.335 / -8.671 eV
Molecular weight: 139.2 g mol⁻¹
Kohn-Sham gap (spin up / spin down): 7.5 / 8.0 eV
Total charge: 0

CARTESIAN COORDINATES (ANGSTROEM)
C  -0.771  -0.610  1.312
C  0.715  -0.043  1.220
N  -0.038  0.207  -2.488
O  1.000  0.985  -1.093
O  0.632  -0.716  -2.883
S  0.610  1.490  0.252
S  -1.349  0.908  -2.922
H  -1.059  -0.758  0.145
H  -0.737  -1.411  1.922
H  -1.400  0.267  1.666
H  1.487  -0.545  0.567
H  0.911  0.226  2.302


Model two:
Density functional theory data (ωB97M-V/def2-TZVPD) for a 2-piece molecular cluster, C2H5NO2S2 overall.

Results
HOMO: -9.298 eV
SMILES string: O=[NH+][O-].C=C(S)S
Molecular weight: 139.2 g mol⁻¹
Kohn-Sham gap: 9.3 eV
Total charge: 0

CARTESIAN COORDINATES (ANGSTROEM)
O  1.357  -1.972  2.544
N  0.495  -1.506  1.771
O  -0.124  -0.512  1.964
H  0.374  -2.086  0.769
C  1.181  1.001  -0.220
C  -0.129  0.740  -0.417
S  -1.430  1.868  0.020
S  -0.648  -0.829  -1.230
H  1.842  0.184  -0.452
H  1.648  1.743  0.394
H  -1.702  1.205  1.130
H  -1.780  -0.462  -1.492


Unit: hartree. Relative energies: model one 0.0358; model two 0.0000.


Model one:
Density functional theory data (ωB97M-V/def2-TZVPD) for a 2-piece molecular cluster, C2H6S2 overall.

Results
HOMO: -9.122 eV
SMILES string: C=C.SS
Molecular weight: 94.2 g mol⁻¹
Kohn-Sham gap: 8.9 eV
Total charge: 0

CARTESIAN COORDINATES (ANGSTROEM)
C  1.020  -0.450  -0.059
C  2.221  -0.003  -0.432
H  0.716  -0.951  0.845
H  0.145  -0.509  -0.661
H  3.205  -0.157  0.093
H  2.343  0.592  -1.423
S  -3.044  -0.398  -0.165
S  -2.198  1.399  0.785
H  -3.167  -0.813  1.086
H  -1.241  1.291  -0.069


Model two:
Density functional theory data (ωB97M-V/def2-TZVPD) for a 2-piece molecular cluster, C2H6S2 overall.

Results
HOMO: -9.604 eV
SMILES string: C=C.SS
Molecular weight: 94.2 g mol⁻¹
Kohn-Sham gap: 9.9 eV
Total charge: 0

CARTESIAN COORDINATES (ANGSTROEM)
C  -0.475  0.175  -1.233
C  -0.914  0.246  -2.440
H  0.224  -0.569  -0.863
H  -0.578  0.886  -0.427
H  -0.577  -0.551  -3.159
H  -1.623  1.142  -2.748
S  -0.078  -0.407  3.060
S  1.405  0.125  1.740
H  0.214  -1.573  3.505
H  2.402  0.527  2.565


Model three:
Density functional theory data (ωB97M-V/def2-TZVPD) for an isolated molecule of C2H6S2.

Results
HOMO: -8.605 eV
SMILES string: CCSS
Molecular weight: 94.2 g mol⁻¹
Kohn-Sham gap: 8.9 eV
Total charge: 0

CARTESIAN COORDINATES (ANGSTROEM)
C  -1.557  -0.340  0.458
C  -0.079  0.201  0.372
S  1.109  -0.761  -0.577
S  2.883  0.424  -0.883
H  -2.212  0.463  0.089
H  -1.808  -0.546  1.502
H  -1.696  -1.273  -0.055
H  0.489  0.203  1.297
H  0.126  1.233  0.040
H  2.745  0.395  -2.244


Unit: hartree. Relative energies: model one 0.0430; model two 0.0335; model three 0.0000.